Entry 1:
{
  "formula": "C41H38AsCl4LuN7O7S3",
  "method": "ωB97M-V/def2-TZVPD",
  "symbols": ["Lu", "O", "C", "O", "C", "C", "N", "N", "C", "C", "O", "O", "H", "H", "H", "S", "C", "C", "N", "C", "H", "H", "H", "N", "C", "S", "C", "C", "C", "N", "C", "C", "H", "H", "H", "H", "H", "H", "O", "As", "C", "C", "C", "C", "C", "C", "C", "C", "C", "C", "C", "C", "C", "C", "C", "C", "C", "C", "H", "H", "H", "H", "H", "H", "H", "H", "H", "H", "H", "H", "H", "H", "H", "Cl", "C", "Cl", "H", "H", "C", "C", "C", "C", "N", "C", "S", "N", "C", "H", "H", "H", "H", "H", "H", "H", "H", "Cl", "C", "Cl", "C", "O", "O", "H"],
  "coordinates": [[-0.14459, 0.49471, -0.01124], [2.21090, -4.35925, -3.17264], [2.59896, -3.26709, -3.81449], [3.32258, -3.29435, -4.77611], [2.11314, -1.96329, -3.28056], [2.44551, -0.74437, -3.83158], [1.84404, 0.19886, -3.08901], [1.14123, -0.32489, -2.09099], [1.28702, -1.63319, -2.19068], [0.56630, -2.43070, -1.15534], [0.67965, -3.65442, -1.10957], [-0.14994, -1.70961, -0.38363], [1.64092, -4.15130, -2.39009], [3.05901, -0.52384, -4.69071], [1.85093, 1.20156, -3.19355], [4.80523, 0.51385, 0.13604], [4.31674, 2.15056, 0.01543], [2.96728, 2.23963, 0.08587], [2.32487, 1.03012, 0.23814], [3.17850, 0.04475, 0.27835], [5.03733, 2.94559, -0.09968], [2.38265, 3.14676, 0.03737], [2.89269, -0.99030, 0.41506], [-7.40011, -1.21116, -2.39949], [-6.61919, -1.89751, -1.55300], [-7.13433, -3.17082, -0.65061], [-5.22375, -1.38100, -1.42576], [-4.96512, -0.02333, -1.29361], [-3.66845, 0.39169, -1.05502], [-2.62763, -0.43925, -0.96048], [-2.87632, -1.73826, -1.16903], [-4.14281, -2.24788, -1.38725], [-8.34181, -1.53573, -2.54823], [-7.01130, -0.54377, -3.04475], [-5.76603, 0.70617, -1.32743], [-3.44540, 1.44358, -0.93654], [-2.03015, -2.40684, -1.12410], [-4.29108, -3.31125, -1.51475], [0.56848, -0.46340, 1.78812], [0.09325, -1.07525, 3.28833], [0.05005, 0.36982, 4.54260], [1.18998, 1.17140, 4.54915], [1.29243, 2.21013, 5.46238], [0.25784, 2.44767, 6.35746], [-0.88652, 1.65949, 6.33283], [-0.99499, 0.61875, 5.42333], [-1.47834, -2.16607, 3.32398], [-2.02132, -2.65431, 2.14052], [-3.14179, -3.47096, 2.20146], [-3.70875, -3.78692, 3.42904], [-3.14062, -3.31563, 4.60731], [-2.01451, -2.50935, 4.56141], [1.42017, -2.28717, 3.95765], [1.48647, -3.53701, 3.34002], [2.38110, -4.48681, 3.80428], [3.20354, -4.19241, 4.88578], [3.13896, -2.94744, 5.49589], [2.24655, -1.98844, 5.03439], [1.98471, 0.99189, 3.83511], [2.17534, 2.83647, 5.46825], [0.34105, 3.25345, 7.07618], [-1.69300, 1.84993, 7.02965], [-1.89408, 0.01585, 5.39440], [-1.56644, -2.40298, 1.18911], [-3.57788, -3.85811, 1.28845], [-4.59207, -4.41168, 3.46876], [-3.57279, -3.58281, 5.56375], [-1.54870, -2.17474, 5.48070], [0.84632, -3.76579, 2.49585], [2.43479, -5.45658, 3.32445], [3.89473, -4.93941, 5.25630], [3.78550, -2.71864, 6.33445], [2.19524, -1.02672, 5.52260], [-2.16570, 0.69029, 1.96139], [-3.87745, 1.15986, 2.09654], [-4.92399, -0.24274, 2.23009], [-4.13643, 1.73296, 1.21667], [-3.95591, 1.74311, 3.00384], [-1.17946, 7.72401, 2.84546], [-0.47977, 6.82350, 1.88090], [0.11721, 7.22678, 0.72902], [0.73680, 6.24339, -0.07470], [0.76914, 4.96478, 0.25341], [0.18401, 4.55216, 1.40379], [0.18824, 2.97384, 1.95516], [-0.44353, 5.50351, 2.17639], [1.38517, 6.63380, -1.36556], [-1.02736, 8.76512, 2.57457], [-0.80611, 7.56611, 3.85938], [-2.25248, 7.51934, 2.84591], [0.12043, 8.26890, 0.44262], [-0.86538, 5.15750, 3.02738], [1.84092, 7.62176, -1.29554], [0.62625, 6.67578, -2.15244], [2.13080, 5.89521, -1.65141], [-1.78541, 1.61009, -3.86363], [-1.44529, 3.00972, -2.80357], [-2.91316, 3.91429, -2.44243], [-0.73820, 2.48000, -1.54452], [0.48553, 2.27355, -1.61939], [-1.42756, 2.17858, -0.52600], [-0.78276, 3.65559, -3.36318]],
  "lowdin_charge": [1.61, 0.14, -0.50, 0.11, -0.04, 0.03, 0.05, 0.01, -0.14, -0.56, 0.07, -0.23, 0.06, 0.15, 0.15, 1.06, -0.38, -0.25, -0.13, -0.49, 0.07, 0.06, 0.08, 0.10, -0.84, 0.68, -0.25, -0.02, -0.19, 0.03, -0.10, -0.01, 0.10, 0.11, 0.12, 0.07, 0.10, 0.11, -0.64, 1.23, -0.34, -0.16, -0.08, -0.07, -0.07, -0.09, -0.34, -0.11, -0.07, -0.06, -0.06, -0.10, -0.29, -0.08, -0.06, -0.07, -0.07, -0.08, 0.11, 0.11, 0.11, 0.11, 0.09, 0.07, 0.11, 0.11, 0.11, 0.11, 0.11, 0.11, 0.11, 0.11, 0.09, 0.63, -0.89, 0.62, 0.03, 0.04, 0.00, -0.26, 0.03, -0.29, 0.11, -0.75, 0.72, 0.10, -0.01, 0.09, 0.10, 0.10, 0.13, 0.14, 0.09, 0.10, 0.08, 0.63, -0.98, 0.63, -0.80, -0.08, -0.29, 0.06],
  "e_tot_ev": -244954.2417,
  "total_charge": 1,
  "de_lowest_kcal_mol": 15.9,
  "largest_force_ha_per_bohr": 0.0381
}

Entry 2:
{
  "formula": "C15H35AgBr3Cl3O9P2",
  "method": "ωB97M-V/def2-TZVPD",
  "symbols": ["Ag", "C", "O", "H", "H", "H", "C", "Br", "Br", "Br", "H", "C", "C", "O", "P", "O", "O", "C", "C", "O", "C", "C", "H", "H", "H", "H", "H", "H", "H", "H", "H", "H", "H", "H", "H", "H", "H", "C", "C", "O", "P", "O", "O", "C", "C", "O", "C", "C", "H", "H", "H", "H", "H", "H", "H", "H", "H", "H", "H", "H", "H", "H", "H", "C", "Cl", "Cl", "Cl", "H"],
  "coordinates": [[-4.03725, -1.16483, 5.84705], [-3.69962, -0.57351, -0.09113], [-4.00524, -0.45676, 1.28134], [-3.17928, 0.35105, -0.34121], [-2.85710, -1.25731, -0.19445], [-4.51416, -0.63765, -0.81260], [-1.95624, -3.89843, -5.47134], [-3.76541, -4.70738, -4.89986], [-1.91616, -2.50390, -6.87063], [-0.64013, -5.33467, -5.95666], [-1.62062, -3.50214, -4.51300], [3.91225, -5.23653, 7.32236], [2.41248, -4.87034, 7.12403], [1.87565, -5.87781, 6.32735], [0.97477, -5.55491, 5.03630], [-0.08869, -4.50333, 5.19424], [2.17095, -5.20264, 3.94919], [1.87789, -4.72519, 2.61428], [0.96887, -5.86945, 1.87488], [0.42897, -7.03984, 4.61550], [-0.39877, -7.70078, 5.58447], [-1.08274, -8.84149, 4.83679], [4.44393, -4.43209, 7.83059], [4.00138, -6.17880, 7.86301], [4.48688, -5.43669, 6.41803], [1.79770, -4.85866, 8.02404], [2.44888, -3.85217, 6.73658], [1.44315, -3.73188, 2.72581], [2.81663, -4.68640, 2.06168], [1.42865, -6.83269, 2.09599], [-0.06827, -5.85696, 2.20998], [1.05624, -5.83224, 0.78902], [0.30863, -7.96867, 6.36927], [-1.13915, -7.08700, 6.09751], [-1.69922, -8.58349, 3.97569], [-0.41057, -9.62336, 4.48330], [-1.76212, -9.31508, 5.54549], [2.32155, 2.92606, -3.89601], [1.94475, 3.98949, -4.90891], [2.64118, 5.13321, -4.49232], [2.26334, 6.42844, -5.33707], [2.25460, 6.26330, -6.79945], [0.86963, 6.83163, -4.76424], [0.64352, 6.72268, -3.32814], [-0.61122, 7.52763, -2.86743], [3.28630, 7.66783, -4.87170], [2.80232, 9.02085, -5.25339], [3.86818, 9.98202, -4.76522], [3.34370, 2.82749, -3.53051], [1.68062, 2.91138, -3.01449], [2.18958, 1.96270, -4.38856], [2.17802, 3.60080, -5.90017], [0.87679, 4.11609, -5.08657], [0.52726, 5.65898, -3.12056], [1.55841, 7.04508, -2.83099], [-0.44516, 7.82700, -1.83259], [-0.74942, 8.50428, -3.33128], [-1.55539, 6.98671, -2.80385], [2.73002, 9.03280, -6.34092], [1.77094, 9.18108, -4.93927], [3.87194, 10.00464, -3.67546], [4.85596, 9.64835, -5.08309], [3.79270, 10.97768, -5.20234], [-9.69113, 2.08998, 1.37088], [-9.27688, 3.72090, 0.59420], [-10.21617, 0.81214, 0.15699], [-10.89338, 2.34831, 2.67302], [-8.84572, 1.63452, 1.88658]],
  "lowdin_charge": [1.00, -0.18, -0.08, 0.10, 0.09, 0.08, -1.46, 0.46, 0.54, 0.50, -0.05, -0.06, -0.28, -0.19, 0.51, -0.29, -0.22, -0.20, -0.06, -0.21, -0.27, -0.07, 0.07, 0.07, 0.08, 0.12, 0.11, 0.10, 0.11, 0.07, 0.06, 0.06, 0.12, 0.11, 0.08, 0.08, 0.08, -0.07, -0.31, -0.17, 0.41, -0.22, -0.19, -0.21, -0.05, -0.21, -0.25, -0.07, 0.08, 0.07, 0.07, 0.12, 0.12, 0.11, 0.11, 0.07, 0.08, 0.07, 0.11, 0.11, 0.08, 0.08, 0.08, -1.42, 0.46, 0.47, 0.49, 0.00],
  "e_tot_ev": -304813.1435,
  "multiplicity": 2,
  "total_charge": 1,
  "de_lowest_kcal_mol": 112.5,
  "largest_force_ha_per_bohr": 0.0624
}

Entry 3:
{
  "formula": "C5H14N2PS",
  "method": "ωB97M-V/def2-TZVPD",
  "symbols": ["C", "C", "C", "C", "C", "N", "N", "P", "S", "H", "H", "H", "H", "H", "H", "H", "H", "H", "H", "H", "H", "H", "H"],
  "coordinates": [[-0.13815, -1.85054, -0.22692], [-0.41096, 0.28105, 0.95727], [0.67053, -0.71721, 0.49541], [-1.15389, 1.70659, -0.88080], [3.25062, 0.03503, 0.19064], [-0.88014, -1.19141, -1.20593], [-1.30135, 0.39393, -0.17368], [-3.06895, -0.19284, 0.10023], [1.77305, 0.22805, -0.81729], [0.44810, -2.52933, -0.77949], [-0.70309, -2.25108, 0.59690], [-0.79126, -0.25323, 1.75973], [0.19135, 1.09079, 1.17063], [1.26220, -1.01251, 1.22771], [-1.28564, 1.45254, -1.90747], [-1.90185, 2.33457, -0.61769], [-0.21761, 2.14666, -0.71931], [3.37046, 0.86315, 0.99768], [4.20308, 0.24553, -0.51650], [3.38970, -0.92461, 0.48626], [-0.35640, -0.68501, -1.89994], [-3.51102, 1.14337, 0.29092], [-2.83879, -0.31351, 1.47165]],
  "lowdin_charge": [-0.24, -0.23, -0.39, -0.05, -0.42, 0.10, -0.38, 0.99, 0.85, 0.13, 0.12, 0.09, 0.11, 0.05, 0.10, 0.05, 0.06, 0.08, 0.10, -0.02, 0.06, -0.08, -0.09],
  "e_tot_ev": -28505.1079,
  "total_charge": 1,
  "de_lowest_kcal_mol": 115.5,
  "largest_force_ha_per_bohr": 0.1214
}